(1)
{
  "formula": "C30H39AuCl3N5OS",
  "method": "the ωB97M-V functional and the def2-TZVPD basis",
  "homo_energy_ev": -6.85,
  "orbital_gap_ev": 7.374,
  "e_above_lowest_ev": 0.7102,
  "e_lumo_ev": 0.522,
  "max_force_ev_per_a": 2.80,
  "elements": ["Au", "N", "C", "C", "N", "H", "H", "H", "H", "H", "H", "H", "H", "Cl", "C", "C", "C", "C", "C", "C", "N", "C", "C", "N", "C", "O", "C", "C", "C", "Cl", "S", "C", "C", "C", "Cl", "C", "H", "H", "H", "H", "H", "H", "H", "H", "H", "H", "H", "H", "H", "C", "C", "C", "C", "C", "C", "C", "C", "N", "C", "C", "C", "C", "H", "H", "H", "H", "H", "H", "H", "H", "H", "H", "H", "H", "H", "H", "H", "H", "H", "H"],
  "positions_angstrom": [[0.772, 0.214, -3.020], [2.343, 3.722, -1.869], [1.574, 3.448, -3.086], [2.397, 2.757, -4.131], [2.458, 1.292, -3.771], [2.578, 2.918, -1.317], [1.839, 4.397, -1.314], [1.261, 4.434, -3.421], [0.638, 2.876, -2.881], [3.411, 3.267, -4.242], [1.880, 2.868, -5.104], [2.959, 1.217, -2.900], [2.932, 0.722, -4.468], [-2.743, -3.286, 6.585], [-1.573, -2.691, 5.380], [-0.339, -2.300, 5.905], [0.577, -1.725, 5.057], [0.321, -1.531, 3.693], [1.274, -0.697, 2.812], [2.082, -1.560, 1.914], [2.868, -0.749, 0.963], [3.946, 0.093, 1.239], [4.059, 0.888, 0.188], [3.103, 0.669, -0.778], [2.351, -0.276, -0.215], [2.178, 0.060, 3.584], [1.731, 1.188, 4.235], [1.499, 2.341, 3.308], [2.467, 3.156, 2.791], [4.154, 3.122, 3.131], [1.763, 4.304, 1.718], [0.202, 3.636, 1.956], [0.182, 2.592, 2.793], [-0.937, -1.990, 3.224], [-1.358, -1.755, 1.571], [-1.889, -2.537, 4.034], [-0.074, -2.491, 6.932], [1.536, -1.485, 5.473], [0.658, -0.057, 2.190], [1.564, -2.306, 1.282], [2.835, -2.002, 2.527], [4.555, -0.024, 2.122], [4.878, 1.521, -0.091], [1.481, -0.745, -0.609], [2.425, 1.370, 5.064], [0.807, 0.941, 4.823], [-0.693, 4.197, 1.611], [-0.659, 1.997, 3.177], [-2.859, -2.945, 3.714], [-5.467, -0.301, -3.005], [-4.182, -0.074, -2.223], [-4.209, 0.759, -1.096], [-3.029, 0.977, -0.416], [-2.942, 1.901, 0.761], [-1.863, 0.282, -0.758], [-1.821, -0.548, -1.907], [-2.988, -0.692, -2.653], [-0.582, -1.125, -2.218], [-0.590, -2.534, -2.685], [-1.194, -2.757, -4.133], [-1.403, -3.364, -1.640], [0.882, -3.002, -2.812], [-5.374, -1.159, -3.630], [-5.662, 0.526, -3.697], [-6.287, -0.426, -2.303], [-5.088, 1.235, -0.809], [-3.874, 2.201, 1.117], [-2.252, 2.787, 0.605], [-2.387, 1.413, 1.584], [-0.882, 0.537, -0.287], [-2.983, -1.273, -3.577], [-2.298, -3.019, -4.023], [-0.789, -3.628, -4.629], [-1.054, -1.788, -4.590], [-2.349, -2.887, -1.443], [-0.833, -3.388, -0.739], [-1.486, -4.367, -2.044], [1.282, -2.387, -3.605], [0.934, -4.105, -3.083], [1.355, -2.849, -1.843]],
  "mulliken_charge": [0.2906, -0.5721, -0.2925, -0.5941, -0.5335, 0.2751, 0.2071, 0.4430, 0.0542, 0.3088, 0.3440, 0.3306, 0.2972, -0.2272, 0.3501, -0.9779, -0.3595, -0.9036, 1.6856, -1.2458, 0.2413, -0.2086, -1.0852, -0.0463, -0.0882, -0.4884, -1.1021, 0.1162, 0.6175, -0.2054, -0.2192, -0.5325, -0.4125, 0.9087, 0.1107, -0.7821, 0.4236, 0.5081, -0.2609, 0.4023, 0.2744, 0.5289, 0.5149, 0.1168, 0.4986, 0.4006, 0.4367, 0.4637, 0.4531, -1.7056, 0.8854, -1.0385, 0.6609, -1.0158, -0.0022, -0.6878, -0.6913, 0.1262, 1.7372, -1.8743, -1.4940, -1.5740, 0.3861, 0.3079, 0.3833, 0.5143, 0.4385, 0.0759, 0.0784, 0.4328, 0.4222, 0.3429, 0.4798, 0.3510, 0.3388, 0.1659, 0.5087, 0.4214, 0.4368, 0.1239]
}

***

(2)
{
  "formula": "C7H14N",
  "method": "the ωB97M-V functional and the def2-TZVPD basis",
  "homo_energy_ev": -11.78,
  "orbital_gap_ev": 8.109,
  "smiles": "C/C=C/C=C/CC[NH3+]",
  "e_above_lowest_ev": 2.3946,
  "charge": 1,
  "e_lumo_ev": -3.671,
  "max_force_ev_per_a": 4.54,
  "elements": ["C", "C", "C", "C", "C", "C", "C", "N", "H", "H", "H", "H", "H", "H", "H", "H", "H", "H", "H", "H", "H", "H"],
  "positions_angstrom": [[1.047, -0.215, 3.842], [0.388, 0.227, 2.513], [1.062, 0.256, 1.340], [0.422, 0.601, 0.080], [0.902, 0.596, -1.177], [0.160, 0.236, -2.436], [-0.814, -0.951, -2.163], [-2.220, -0.325, -1.693], [0.122, -0.438, 4.501], [1.667, 0.361, 4.503], [1.351, -1.243, 3.627], [-0.759, 0.303, 2.464], [2.098, 0.032, 1.388], [-0.713, 0.906, 0.165], [2.000, 0.546, -1.250], [-0.555, 0.954, -2.858], [0.689, 0.122, -3.404], [-0.552, -1.743, -1.422], [-1.065, -1.479, -3.195], [-2.834, -0.208, -2.497], [-2.240, 0.620, -1.212], [-2.669, -0.956, -0.955]],
  "mulliken_charge": [-1.0277, -0.1226, -0.3659, 0.0325, -0.3325, -0.6571, -0.4949, -0.4368, 0.2870, 0.3393, 0.2970, 0.1778, 0.3925, 0.0527, 0.3156, 0.3196, 0.4130, 0.3590, 0.3287, 0.3691, 0.3716, 0.3822]
}

***

(3)
{
  "formula": "C42H82N10O9Si",
  "method": "the ωB97M-V functional and the def2-TZVPD basis",
  "homo_energy_ev": -8.49,
  "orbital_gap_ev": 9.081,
  "smiles": "CCCO[Si@@](CCN)(CCc1ccccc1)c1cccnc1.CNC(C)=O.CNC(C)=O.CNC(C)=O.CNC(C)=O.CNC(C)=O.CNC(C)=O.CNC(C)=O.CNC(C)=O",
  "e_lumo_ev": 0.596,
  "max_force_ev_per_a": 4.30,
  "elements": ["C", "C", "C", "O", "Si", "C", "C", "N", "C", "C", "C", "C", "C", "C", "C", "C", "C", "C", "C", "C", "N", "C", "H", "H", "H", "H", "H", "H", "H", "H", "H", "H", "H", "H", "H", "H", "H", "H", "H", "H", "H", "H", "H", "H", "H", "H", "H", "H", "C", "N", "C", "C", "O", "H", "H", "H", "H", "H", "H", "H", "C", "N", "C", "C", "O", "H", "H", "H", "H", "H", "H", "H", "C", "N", "C", "C", "O", "H", "H", "H", "H", "H", "H", "H", "C", "N", "C", "C", "O", "H", "H", "H", "H", "H", "H", "H", "C", "N", "C", "C", "O", "H", "H", "H", "H", "H", "H", "H", "C", "N", "C", "C", "O", "H", "H", "H", "H", "H", "H", "H", "C", "N", "C", "C", "O", "H", "H", "H", "H", "H", "H", "H", "C", "N", "C", "C", "O", "H", "H", "H", "H", "H", "H", "H"],
  "positions_angstrom": [[6.841, 5.325, -1.036], [6.762, 3.938, -1.808], [5.816, 3.008, -0.973], [5.642, 1.698, -1.544], [4.575, 0.699, -0.621], [3.916, 1.524, 0.955], [3.561, 0.506, 2.133], [4.673, 0.541, 3.114], [3.158, 0.228, -1.845], [1.784, 0.929, -1.507], [1.029, 0.311, -0.293], [1.103, -1.117, -0.009], [0.460, -1.775, 1.123], [-0.314, -0.941, 2.042], [-0.426, 0.481, 1.742], [0.212, 1.128, 0.612], [5.612, -0.853, -0.177], [7.073, -0.734, -0.238], [7.757, -2.005, 0.103], [6.903, -3.120, 0.459], [5.556, -3.204, 0.499], [4.893, -2.065, 0.164], [6.928, 5.117, 0.070], [5.877, 5.895, -1.159], [7.711, 5.935, -1.389], [7.790, 3.526, -1.959], [6.239, 4.147, -2.776], [6.299, 2.894, 0.046], [4.829, 3.508, -0.792], [4.601, 2.288, 1.405], [2.958, 2.080, 0.730], [2.659, 0.939, 2.653], [3.284, -0.515, 1.784], [4.402, 1.027, 3.971], [5.029, -0.385, 3.343], [3.086, -0.892, -1.921], [3.442, 0.574, -2.882], [1.105, 0.847, -2.406], [1.955, 2.031, -1.370], [1.699, -1.758, -0.697], [0.571, -2.879, 1.272], [-0.780, -1.433, 2.921], [-1.025, 1.119, 2.431], [0.109, 2.216, 0.403], [7.610, 0.192, -0.521], [8.871, -2.070, 0.104], [7.447, -4.059, 0.746], [3.774, -2.076, 0.197], [9.699, 3.449, -6.005], [9.244, 4.325, -4.943], [9.063, 5.673, -4.983], [9.364, 6.384, -6.277], [8.670, 6.267, -3.990], [8.926, 2.702, -6.195], [10.608, 2.943, -5.672], [9.907, 3.993, -6.922], [9.024, 3.916, -4.047], [9.173, 7.448, -6.154], [10.412, 6.249, -6.547], [8.719, 6.007, -7.073], [-3.030, -1.801, -0.734], [-2.984, -0.358, -0.857], [-4.006, 0.494, -1.144], [-5.369, -0.101, -1.367], [-3.796, 1.700, -1.211], [-2.698, -2.074, 0.270], [-2.342, -2.234, -1.464], [-4.029, -2.193, -0.902], [-2.098, 0.107, -0.718], [-6.080, 0.693, -1.583], [-5.348, -0.784, -2.217], [-5.692, -0.624, -0.467], [-7.073, 1.416, -6.811], [-7.136, 0.455, -5.725], [-7.578, 0.648, -4.454], [-8.075, 2.022, -4.085], [-7.564, -0.275, -3.652], [-7.677, 1.041, -7.639], [-6.039, 1.500, -7.138], [-7.439, 2.396, -6.513], [-6.819, -0.487, -5.901], [-8.393, 2.021, -3.044], [-7.276, 2.755, -4.202], [-8.930, 2.293, -4.707], [-5.413, -2.922, 4.838], [-5.997, -2.491, 3.582], [-5.461, -1.661, 2.647], [-4.088, -1.097, 2.909], [-6.088, -1.393, 1.632], [-5.342, -4.012, 4.830], [-6.075, -2.615, 5.649], [-4.426, -2.499, 4.999], [-6.915, -2.829, 3.338], [-3.796, -0.457, 2.077], [-4.095, -0.497, 3.821], [-3.360, -1.906, 2.994], [-1.345, 2.549, -9.584], [-2.765, 2.300, -9.738], [-3.615, 1.706, -8.857], [-3.046, 1.234, -7.543], [-4.796, 1.571, -9.144], [-1.170, 3.624, -9.667], [-0.813, 2.040, -10.390], [-0.970, 2.197, -8.627], [-3.212, 2.590, -10.594], [-3.839, 0.784, -6.948], [-2.275, 0.482, -7.715], [-2.634, 2.077, -6.986], [3.929, -5.668, 1.777], [2.531, -5.286, 1.689], [1.522, -5.571, 2.550], [1.850, -6.389, 3.772], [0.388, -5.165, 2.322], [4.527, -4.757, 1.791], [4.182, -6.248, 0.888], [4.141, -6.257, 2.666], [2.237, -4.737, 0.895], [0.946, -6.532, 4.361], [2.231, -7.368, 3.478], [2.584, -5.867, 4.387], [-4.756, -5.663, 9.992], [-4.395, -4.423, 9.334], [-3.984, -4.240, 8.050], [-3.877, -5.456, 7.167], [-3.715, -3.117, 7.648], [-5.787, -5.584, 10.343], [-4.099, -5.805, 10.852], [-4.668, -6.518, 9.328], [-4.444, -3.567, 9.867], [-3.538, -5.154, 6.178], [-3.151, -6.159, 7.581], [-4.852, -5.937, 7.067], [-6.074, 2.407, 6.254], [-4.673, 2.046, 6.348], [-3.647, 2.437, 5.543], [-3.965, 3.363, 4.397], [-2.513, 2.037, 5.762], [-6.370, 2.896, 7.184], [-6.660, 1.494, 6.132], [-6.269, 3.074, 5.419], [-4.386, 1.428, 7.092], [-3.050, 3.583, 3.849], [-4.671, 2.888, 3.713], [-4.377, 4.301, 4.773]],
  "mulliken_charge": [-1.1900, -0.0401, -0.4001, -0.4141, -0.3509, -0.5625, -0.2512, -0.6050, -0.4877, -1.3740, 0.7354, -0.2007, -0.5545, -0.4053, -0.6016, -0.6007, 0.2795, -0.3755, -0.6018, -0.2967, -0.2899, 0.0007, 0.3322, 0.3059, 0.2999, 0.0960, 0.2602, 0.2645, 0.2876, 0.5202, 0.3847, 0.3546, 0.0049, 0.2488, 0.2229, 0.5631, 0.4578, 0.4224, 0.2943, 0.4493, 0.2242, 0.5555, 0.4532, 0.3347, 0.3336, 0.3481, 0.3160, 0.1326, -0.8964, -0.0779, 0.8649, -1.3585, -0.5940, 0.2863, 0.2940, 0.3395, 0.1474, 0.2930, 0.3638, 0.3547, -0.7543, 0.0513, 0.7827, -0.7675, -0.7302, 0.1089, 0.3134, 0.3804, 0.0679, 0.1316, 0.3811, 0.0877, -0.4947, -0.1360, 0.7952, -1.3675, -0.6546, 0.2705, -0.0405, 0.2928, 0.2184, 0.3207, 0.3495, 0.4336, -0.8979, -0.0942, 0.5140, -0.8376, -0.6841, 0.2844, 0.2437, 0.3372, 0.2615, 0.0870, 0.4346, 0.2823, -0.8076, -0.1756, 0.8122, -1.2236, -0.6444, 0.2800, 0.2774, 0.3181, 0.2420, 0.2183, 0.3827, 0.3519, -0.8876, -0.0867, 0.8824, -1.3507, -0.6694, 0.3263, 0.2398, 0.4099, 0.1662, 0.3026, 0.3684, 0.3564, -0.8319, -0.1728, 0.7908, -1.3303, -0.6254, 0.2791, 0.2852, 0.3260, 0.2385, 0.2728, 0.4341, 0.3611, -0.8203, -0.1673, 0.8453, -1.3434, -0.6715, 0.2941, 0.2564, 0.3248, 0.2221, 0.2819, 0.3740, 0.4192]
}

***

> What is the formula in the second record?

C7H14N